Record 1
Density functional theory data (the ωB97M-V functional and the def2-TZVPD basis) for a molecular structure, C23H32BrFIN6NaSSe5Te in a non-equilibrium geometry.

Element x y z (Å)
1 Na -0.2025 0.0512 -0.2426
2 Se -2.8680 1.8745 2.6038
3 Se -0.7261 2.2333 3.3825
4 Te 0.1568 2.8391 1.0779
5 Se 2.5794 3.3042 1.3045
6 C -2.4292 3.2497 -1.7926
7 Se -3.4227 1.6240 -2.1543
8 C -2.1579 0.8145 -3.4248
9 C -2.4206 -0.6604 -3.6206
10 Se -1.9227 -1.7656 -2.0731
11 C -3.6726 -2.0058 -1.2428
12 H -1.3802 2.9872 -1.6737
13 H -2.8217 3.6568 -0.8640
14 H -2.5556 3.9591 -2.6125
15 H -1.1618 0.9843 -3.0123
16 H -2.2557 1.3467 -4.3770
17 H -1.8191 -1.0438 -4.4501
18 H -3.4785 -0.8492 -3.8224
19 H -4.3789 -2.3754 -1.9872
20 H -4.0094 -1.0699 -0.8017
21 H -3.5097 -2.7500 -0.4666
22 Br 4.1385 -4.0203 -2.9282
23 C 3.0735 -2.8300 -3.9910
24 C 3.1645 -2.9534 -5.3653
25 C 2.4254 -2.0906 -6.1541
26 C 1.6181 -1.1346 -5.5599
27 C 1.5495 -1.0482 -4.1813
28 C 2.2759 -1.8996 -3.3559
29 I 2.2790 -1.5457 -0.9917
30 H 3.8030 -3.7007 -5.8176
31 H 2.4825 -2.1668 -7.2318
32 H 1.0467 -0.4526 -6.1788
33 H 0.9282 -0.2905 -3.7204
34 N 4.0945 1.3629 -0.9012
35 C 3.8690 2.1872 -1.9226
36 N 4.9369 2.8524 -2.4497
37 N 2.7280 2.3159 -2.5405
38 C 1.6070 1.8641 -2.1338
39 N 0.5163 1.5807 -1.8576
40 H 4.8748 1.5247 -0.2872
41 H 3.2936 0.9330 -0.4606
42 H 5.7145 3.0097 -1.8315
43 H 4.7028 3.6095 -3.0691
44 C -2.7704 -4.7316 2.2606
45 N -2.9567 -3.4317 2.8221
46 C -3.7972 -3.1774 3.9669
47 C -3.6378 -1.6612 4.1836
48 N -2.6139 -1.2964 3.2339
49 C -2.3015 -2.3076 2.4264
50 S -1.2413 -2.2822 1.1587
51 H -2.4058 -5.4395 3.0118
52 H -2.0308 -4.6397 1.4634
53 H -3.7094 -5.1114 1.8438
54 H -3.4560 -3.7559 4.8345
55 H -4.8332 -3.4683 3.7550
56 H -3.3078 -1.4130 5.1966
57 H -4.5645 -1.1102 3.9846
58 H -2.4966 -0.3014 2.9865
59 F 4.5389 -5.2795 4.1325
60 C 3.9999 -4.2229 3.4368
61 C 2.6306 -4.1690 3.2553
62 C 2.0932 -3.1011 2.5695
63 C 2.9033 -2.0718 2.0714
64 C 2.3387 -0.9813 1.3093
65 C 4.2880 -2.1825 2.2554
66 C 4.8396 -3.2446 2.9398
67 H 2.0031 -4.9557 3.6506
68 H 1.0267 -3.0555 2.4028
69 H 2.9313 -0.0709 1.3669
70 H 1.2945 -0.7908 1.5545
71 H 4.9352 -1.4199 1.8429
72 H 5.9070 -3.3213 3.0938

The energy above the lowest of the compared OMol25 structures with the same formula, charge and spin is 42.0 kJ/mol. The LUMO energy comes out at 3.41 eV. The value obtained for the HOMO-LUMO gap is 4.18 eV. Its largest force on an atom is 1.8 eV Å⁻¹. The net charge is -2.



Record 2
Density functional theory data (the ωB97M-V functional and the def2-TZVPD basis) for a single C23H32F3N3O molecule.

Element x y z (Å)
1 C -0.3482 1.7687 -5.3588
2 C -1.0666 2.3068 -4.1399
3 C -2.4947 1.8833 -3.9419
4 C -1.4213 1.3486 -3.0400
5 H -1.3931 1.7074 -2.0229
6 H -1.1414 0.3101 -3.1487
7 H -3.1926 2.5974 -3.5327
8 H -2.9361 1.2126 -4.6640
9 C -0.7085 3.7326 -3.7633
10 H -1.3774 4.0738 -2.9716
11 C 0.7313 3.8971 -3.2568
12 C 0.8751 3.2662 -1.8831
13 O 0.1161 3.5927 -0.9855
14 N 1.8799 2.3844 -1.6499
15 C 2.7614 1.7394 -2.5920
16 H 2.7396 2.2320 -3.5616
17 C 2.3692 0.2679 -2.7339
18 C 2.3916 -0.4309 -1.3753
19 H 2.0669 -1.4635 -1.5055
20 H 3.4100 -0.4374 -0.9812
21 C 1.4817 0.3092 -0.3906
22 N 1.5323 -0.2347 0.9619
23 C 1.6097 -1.6830 1.0511
24 H 2.6126 -1.9986 0.7530
25 C 1.3641 -2.1384 2.4859
26 N -0.0049 -1.8588 2.8541
27 C -0.6648 -2.5772 3.8048
28 C -2.0597 -2.5052 3.9282
29 C -2.7167 -3.2384 4.9018
30 C -2.0329 -4.0752 5.7708
31 C -0.6551 -4.1552 5.6474
32 C 0.0198 -3.4242 4.6935
33 H 1.0945 -3.4944 4.6492
34 H -0.0985 -4.7935 6.3168
35 H -2.5611 -4.6411 6.5201
36 C -4.2108 -3.1266 4.9631
37 F -4.7482 -3.6775 6.0604
38 F -4.6345 -1.8477 4.9379
39 F -4.8110 -3.7269 3.9123
40 H -2.6430 -1.8925 3.2605
41 C -0.6002 -0.7288 2.1769
42 H -1.1190 -1.0418 1.2592
43 C 0.4894 0.2922 1.8378
44 H 0.9597 0.6230 2.7710
45 H 0.0142 1.1587 1.3776
46 H -1.3280 -0.2488 2.8347
47 H 1.5397 -3.2161 2.5433
48 H 2.0750 -1.6302 3.1520
49 H 0.8795 -2.1891 0.3964
50 C 1.9577 1.7726 -0.3399
51 H 1.3447 2.3684 0.3349
52 H 2.9935 1.7939 0.0115
53 H 0.4513 0.2898 -0.7926
54 H 3.0569 -0.2304 -3.4190
55 H 1.3637 0.2116 -3.1545
56 H 3.7846 1.8097 -2.2023
57 H 0.9249 4.9643 -3.1207
58 H 1.4361 3.5186 -3.9902
59 H -0.8531 4.3775 -4.6344
60 H -0.7084 0.7726 -5.6054
61 H -0.5234 2.4170 -6.2165
62 H 0.7263 1.7060 -5.1937

The energy above the lowest of the compared OMol25 structures with the same formula, charge and spin is 9.0 kJ/mol. The LUMO energy comes out at 0.59 eV. The value obtained for the HOMO-LUMO gap is 8.45 eV. Its largest force on an atom is 0.5 eV Å⁻¹. Its SMILES is CC1(CCC(=O)N2CCC[C@@H](N3CCN(c4cccc(C(F)(F)F)c4)CC3)C2)CC1.



Record 3
Density functional theory data (the ωB97M-V functional and the def2-TZVPD basis) for a molecular structure, C23H32GaN4O7S3.

Element x y z (Å)
1 Ga -1.1259 -1.3567 0.2003
2 O -2.6961 -4.0884 -2.2241
3 S -2.6378 -3.3028 -1.0392
4 O -1.9363 -3.8190 0.1196
5 O -1.9845 -1.9313 -1.3413
6 C -4.3079 -2.9766 -0.5119
7 C -5.2509 -3.8192 -1.0775
8 C -6.5660 -3.8119 -0.6287
9 C -6.9401 -2.9750 0.4008
10 C -6.0084 -2.1135 0.9672
11 C -4.6995 -2.1001 0.5161
12 S -3.7142 -0.7769 1.1783
13 O -4.3549 -0.2608 2.3439
14 O -2.3587 -1.4097 1.5876
15 O -3.4510 0.1279 0.0826
16 H -4.9436 -4.4944 -1.8626
17 H -7.2845 -4.4778 -1.0868
18 H -7.9570 -2.9732 0.7685
19 H -6.2941 -1.4343 1.7574
20 C 4.9564 -2.9352 2.3208
21 C 5.0152 -1.5807 1.6246
22 C 4.5424 -1.6323 0.1752
23 N 3.1660 -2.1503 0.0301
24 C 2.0622 -1.6744 0.5568
25 S 0.6866 -2.7142 0.6494
26 N 2.0261 -0.4300 1.1083
27 C 2.4742 0.8405 0.6676
28 O 2.4304 1.7351 1.4735
29 C 2.8905 1.0365 -0.7443
30 C 2.3700 0.2926 -1.8032
31 C 2.7441 0.5876 -3.1041
32 C 3.6428 1.6179 -3.3519
33 C 4.1579 2.3649 -2.2998
34 C 3.7756 2.0824 -0.9991
35 H 5.3638 -2.8682 3.3279
36 H 5.5364 -3.6826 1.7762
37 H 3.9315 -3.3006 2.4086
38 H 6.0416 -1.2101 1.6014
39 H 4.4388 -0.8420 2.1846
40 H 5.1642 -2.3254 -0.3899
41 H 4.6166 -0.6625 -0.3105
42 H 3.0589 -3.0501 -0.4173
43 H 1.3909 -0.3351 1.8889
44 H 1.6514 -0.4965 -1.6325
45 H 2.3310 0.0165 -3.9249
46 H 3.9366 1.8416 -4.3687
47 H 4.8535 3.1697 -2.4944
48 H 4.1539 2.6627 -0.1676
49 C 0.3351 4.6269 1.1971
50 C -0.9894 3.9183 0.9598
51 N -0.8283 2.7241 0.1150
52 C -0.7960 2.9713 -1.3323
53 C -2.1509 2.7299 -1.9838
54 C -0.7481 1.4994 0.5998
55 C -0.7983 1.2895 2.0815
56 N -0.5972 0.4514 -0.1992
57 H 0.1781 5.5270 1.7899
58 H 0.7959 4.9243 0.2543
59 H 1.0324 3.9750 1.7217
60 H -1.7011 4.5666 0.4474
61 H -1.4529 3.6330 1.8992
62 H 0.0027 2.3738 -1.7796
63 H -0.4981 4.0105 -1.4627
64 H -2.5179 1.7132 -1.8316
65 H -2.0859 2.9259 -3.0532
66 H -2.8933 3.4059 -1.5589
67 H -1.8056 1.4929 2.4504
68 H -0.0875 1.9399 2.5880
69 H -0.5859 0.2537 2.3397
70 H -0.7060 0.6836 -1.1786

The energy above the lowest of the compared OMol25 structures with the same formula, charge and spin is 0.0 kJ/mol. The LUMO energy comes out at -3.53 eV. The value obtained for the HOMO-LUMO gap is 8.59 eV. Its largest force on an atom is 0.3 eV Å⁻¹. The net charge is +1.



Record 4
Density functional theory data (the ωB97M-V functional and the def2-TZVPD basis) for 2 unconnected molecules or ions with the total composition C23H32N2O3 in a non-equilibrium geometry.

Element x y z (Å)
1 O 2.1821 4.1212 -3.7666
2 O 4.9229 0.6176 -3.8434
3 O -4.6111 -6.3733 2.7085
4 C 2.6558 4.2867 -2.6520
5 C 4.3619 1.6988 -3.6897
6 C -1.5500 1.3288 4.2597
7 C -1.2236 -0.0113 4.4844
8 C -2.0277 1.7266 3.0078
9 C -2.6501 -5.1423 2.2356
10 C -4.7737 -4.0459 1.9304
11 C -1.3711 -0.9503 3.4576
12 C -2.1807 0.7840 1.9842
13 C -1.9859 -3.9768 1.8408
14 C -4.1126 -2.8750 1.5361
15 C -4.0441 -5.1914 2.2975
16 C -1.8570 -0.5662 2.1965
17 C -2.7121 -2.8289 1.4944
18 N 4.4297 2.6616 -4.6145
19 N 3.3333 3.3527 -1.9818
20 C -5.8477 -6.2803 3.4283
21 C 2.4839 5.6147 -1.9555
22 C -1.9930 -1.5690 1.0686
23 C 5.1748 2.5615 -5.8673
24 C 0.1927 0.3721 -1.2040
25 C 2.2523 0.6433 0.1496
26 C 1.4695 1.1942 -1.0449
27 C 2.2738 1.1423 -2.3566
28 C 3.5879 1.9494 -2.3753
29 H -1.4342 2.0576 5.0566
30 H -0.8537 -0.3267 5.4556
31 H -2.2842 2.7670 2.8316
32 H -2.0819 -6.0260 2.5068
33 H -5.8575 -4.0515 1.9458
34 H -1.1066 -1.9857 3.6470
35 H -2.5522 1.1092 1.0171
36 H -0.9003 -3.9671 1.8052
37 H -4.6897 -1.9961 1.2636
38 H 3.8333 3.4683 -4.4729
39 H 3.6770 3.6255 -1.0757
40 H -6.0399 -7.2226 3.9500
41 H -5.8110 -5.4782 4.1729
42 H -6.6800 -6.0949 2.7425
43 H 1.9229 6.2848 -2.6061
44 H 1.9333 5.4659 -1.0285
45 H 3.4613 6.0435 -1.7455
46 H -0.9939 -1.8218 0.7000
47 H -2.5366 -1.1179 0.2325
48 H 6.1822 2.1899 -5.6690
49 H 4.6698 1.8660 -6.5399
50 H 5.2392 3.5405 -6.3433
51 H -0.4107 0.4674 -0.3040
52 H -0.3826 0.7466 -2.0507
53 H 0.4376 -0.6771 -1.3703
54 H 3.1053 1.2839 0.3656
55 H 2.6024 -0.3663 -0.0671
56 H 1.6092 0.6186 1.0301
57 H 1.1818 2.2234 -0.8305
58 H 1.6390 1.5071 -3.1656
59 H 2.5100 0.0998 -2.5755
60 H 4.2308 1.5219 -1.6061

The energy above the lowest of the compared OMol25 structures with the same formula, charge and spin is 162.9 kJ/mol. The LUMO energy comes out at 0.54 eV. The value obtained for the HOMO-LUMO gap is 8.96 eV. Its largest force on an atom is 1.2 eV Å⁻¹. Its SMILES is CNC(=O)[C@H](CC(C)C)NC(C)=O.COc1ccc(Cc2ccccc2)cc1.



The lowest LUMO belongs to which entry?
C23H32GaN4O7S3



Which value of LUMO does entry 2 give?
0.59 eV



What is the LUMO in the first record?
3.41 eV